ORCA calculation (ωB97M-V with the def2-TZVPD basis set) on C42H54Br2ClFN4O18P as an isolated structure at a distorted geometry.

Last column: Mulliken charge in e.
Element x y z (Å)
C1 1.1642 0.1913 5.2836  -1.012
C2 1.6433 -1.2402 4.7127  0.268
O1 0.7469 -1.7991 3.7181  -0.300
C3 1.1306 -3.1837 3.4196  -0.407
C4 0.4824 -3.6166 1.9899  -0.678
O2 1.0709 -2.7022 1.0108  0.232
C5 0.9551 -3.1464 -0.3304  -1.566
C6 0.8788 -2.1708 -1.5707  1.179
O3 0.8925 -3.2485 -2.5633  -0.543
C7 2.2151 -1.1983 -1.4960  -1.751
Br1 3.7252 -1.6055 -2.7887  -0.012
C8 1.8389 0.3600 -1.1590  2.636
C9 1.9905 1.5243 -2.2230  -0.799
C10 3.2806 1.8063 -3.0915  -1.040
C11 4.5528 2.4988 -2.4103  -0.037
F1 5.4175 2.8965 -3.5354  -0.363
C12 2.8290 0.7663 0.0064  -1.317
Cl1 3.0510 -0.2914 1.4929  0.327
C13 2.7038 2.2815 0.6067  0.185
C14 3.1336 2.4520 2.1413  -1.110
C15 0.1938 0.1666 -0.9347  -0.373
C16 -0.7339 1.4934 -1.0837  -1.506
C17 -2.3109 1.3668 -1.0043  -0.707
C18 -3.1027 0.7270 0.1831  -0.140
C19 -3.7869 1.8505 1.1674  -0.921
N1 -2.9229 3.0511 1.3883  0.016
C20 -3.6106 4.3215 1.1129  0.536
C21 -4.5615 4.6316 -0.1341  -0.878
O4 -3.4033 5.2771 1.9326  -0.635
O5 0.1457 -0.1324 0.4435  0.746
C22 -0.1094 0.7349 1.4576  0.141
N2 -0.2751 1.7059 2.1761  -0.656
N3 -0.1668 -1.0771 -1.7737  0.917
C23 -0.4927 -0.8130 -3.2567  -0.483
C24 0.5679 -0.9650 -4.3984  -0.132
O6 1.5290 -0.2835 -4.7940  -0.381
Br2 0.3342 -2.5130 -5.7006  -0.121
P1 -1.7263 -1.9641 -1.4729  0.022
N4 -2.1048 -2.4031 -0.0193  -0.699
H1 0.4785 0.1197 6.1985  0.351
H2 0.6108 0.8235 4.4911  0.099
H3 2.0852 0.8017 5.5974  0.252
H4 2.6714 -1.0872 4.2005  -0.208
H5 1.6940 -1.9518 5.6147  0.372
H6 2.2756 -3.2978 3.3591  0.166
H7 0.6541 -3.8655 4.2073  0.368
H8 -0.6457 -3.4212 2.0677  0.318
H9 0.7172 -4.7094 1.7151  0.400
H10 0.0481 -3.8767 -0.3802  0.575
H11 1.8650 -3.8573 -0.4992  0.454
H12 1.7813 -3.6553 -2.6318  0.534
H13 2.7441 -1.8037 -0.6513  0.374
H14 1.1678 1.3522 -3.0304  0.144
H15 1.6595 2.5656 -1.8216  0.531
H16 3.6051 0.9811 -3.8369  0.271
H17 2.9270 2.6352 -3.8384  0.393
H18 5.2206 1.7761 -1.7993  0.143
H19 4.3348 3.4813 -1.8612  0.194
H20 3.8959 0.7345 -0.4598  0.762
H21 3.3424 3.0467 0.0121  -0.010
H22 1.6206 2.6932 0.5250  -0.154
H23 3.1403 3.5991 2.3411  0.438
H24 2.3612 2.0425 2.9015  0.116
H25 4.2097 2.1142 2.3827  0.278
H26 -0.2755 2.4159 -0.5428  0.300
H27 -0.6601 1.9239 -2.1732  0.671
H28 -2.6779 0.8767 -1.9966  0.510
H29 -2.7069 2.4575 -1.1171  -0.033
H30 -2.6067 -0.0196 0.8791  -0.076
H31 -4.0227 0.1652 -0.2577  0.404
H32 -3.9493 1.3346 2.1916  0.404
H33 -4.8258 2.0655 0.7418  0.220
H34 -2.7086 3.0615 2.4047  0.305
H35 -4.1585 4.2807 -1.1496  0.308
H36 -5.5565 4.0608 0.0535  0.138
H37 -4.8594 5.7496 -0.1362  0.285
H38 -0.9735 0.2334 -3.4142  0.287
H39 -1.3746 -1.4843 -3.6233  1.055
H40 -2.8661 -1.2523 -2.0347  0.270
H41 -1.6682 -3.1739 -2.2728  0.248
H42 -1.3527 -2.0548 0.5843  0.025
C25 6.6711 0.6012 5.6751  -1.049
C26 7.4550 0.1710 6.6667  0.435
C27 7.5364 -1.2752 7.0206  0.894
O7 8.2761 -1.6353 7.9187  -0.589
C28 6.7044 -2.2166 6.2620  -0.706
C29 5.9189 -1.7853 5.2736  0.181
C30 5.8585 -0.3431 4.9022  0.712
O8 5.1415 0.0135 3.9795  -0.278
O9 5.1384 -2.6495 4.5615  -0.607
O10 8.2130 1.0372 7.3944  -0.564
H43 6.6044 1.6472 5.4067  0.442
H44 6.7591 -3.2607 6.5399  0.456
H45 4.6695 -2.0954 3.9069  0.288
H46 8.6880 0.4834 8.0458  0.351
C31 0.7175 -5.7975 -7.3342  -0.961
C32 1.7403 -6.4917 -6.8312  0.185
C33 1.6701 -7.9724 -6.6720  0.924
O11 2.6305 -8.5763 -6.2263  -0.602
C34 0.4271 -8.6477 -7.0602  -0.891
C35 -0.5974 -7.9524 -7.5602  0.427
C36 -0.5167 -6.4757 -7.7448  0.729
O12 -1.4644 -5.8740 -8.2211  -0.627
O13 -1.7586 -8.5668 -7.9223  -0.552
O14 2.8922 -5.8738 -6.4432  -0.570
H47 0.7565 -4.7232 -7.4572  0.744
H48 0.3825 -9.7198 -6.9232  0.419
H49 -2.3385 -7.8527 -8.2537  0.353
H50 3.4740 -6.5897 -6.1181  0.351
C37 -8.8479 7.7676 0.9733  -0.779
C38 -7.8253 7.0703 1.4735  0.339
C39 -7.9061 5.5926 1.6503  0.891
O15 -6.9445 4.9861 2.0928  -0.581
C40 -9.1580 4.9227 1.2832  -0.990
C41 -10.1821 5.6204 0.7862  0.404
C42 -10.0917 7.0946 0.5838  0.901
O16 -11.0397 7.6969 0.1105  -0.595
O17 -11.3517 5.0115 0.4436  -0.566
O18 -6.6636 7.6829 1.8422  -0.589
H51 -8.8016 8.8401 0.8378  0.425
H52 -9.2096 3.8526 1.4331  0.435
H53 -11.9294 5.7270 0.1104  0.351
H54 -6.0827 6.9666 2.1702  0.341

Calculated total energy: -251837.4747 eV
Total charge: +1
HOMO level: -11.14 eV

ORCA calculation (ωB97M-V with the def2-TZVPD basis set) on a 8-piece molecular cluster, C54H69N2O19PS2 overall at a distorted geometry.

Last column: Mulliken charge in e.
Element x y z (Å)
C1 -0.3060 -0.8535 -6.0601  -1.140
C2 -0.5216 -2.2465 -5.4344  0.352
C3 -1.9529 -2.4528 -4.8321  -1.211
C4 -2.1862 -1.3312 -3.7995  0.327
C5 -1.2225 -1.2088 -2.7874  -0.782
C6 -1.3608 -0.2000 -1.8565  0.806
C7 -2.4677 0.6687 -1.9421  -0.012
C8 -3.4361 0.5492 -2.9319  1.745
P1 -4.8704 1.7301 -3.0332  0.173
C9 -6.2922 0.6447 -3.5397  -1.102
O1 -4.5664 2.8291 -4.2579  -0.388
C10 -3.2751 -0.4925 -3.8822  -0.556
C11 -2.4819 1.7702 -0.8717  -1.206
O2 -3.4693 2.1115 -0.2634  -0.499
C12 -1.0966 2.3841 -0.6161  0.743
C13 -0.8543 3.7637 -0.4762  0.649
C14 -2.0051 4.7613 -0.5997  -1.553
C15 -2.5797 4.7577 -2.0341  1.065
C16 -1.6552 5.5035 -3.0329  -0.995
S1 -2.4200 5.4155 -4.7016  -0.071
C17 -1.6025 4.0590 -5.5101  -0.163
S2 -1.2813 2.6927 -4.6659  0.079
N1 -1.2136 4.1245 -6.8584  0.282
C18 -1.8367 4.6538 -7.9645  -0.152
C19 -0.9890 4.3857 -9.0113  -0.606
N2 0.1330 3.7210 -8.5330  -0.658
C20 -0.0087 3.5829 -7.2558  -0.124
C21 0.4455 4.1870 -0.2582  -1.032
C22 1.5334 3.3282 -0.1817  -1.047
C23 1.3065 1.9644 -0.3317  0.522
C24 2.4289 0.9464 -0.3088  -0.608
O3 2.4485 0.2264 -1.5498  -0.044
O4 3.5262 -0.6679 -1.4537  -0.600
C25 -0.0007 1.5187 -0.5436  0.451
C26 -0.3441 0.0389 -0.7518  -0.268
O5 0.1193 -0.8564 -0.0764  -0.486
H1 -0.9612 -0.6438 -6.9208  0.294
H2 -0.3843 -0.0221 -5.3482  -0.002
H3 0.7282 -0.8284 -6.4462  0.464
H4 -0.3637 -2.9882 -6.2337  0.446
H5 0.2689 -2.4020 -4.6828  -0.296
H6 -1.9122 -3.4261 -4.3240  0.349
H7 -2.6809 -2.3958 -5.6504  0.361
H8 -0.3700 -1.8873 -2.7501  0.470
H9 -6.0662 0.2333 -4.5391  0.325
H10 -7.2456 1.1797 -3.5292  0.369
H11 -6.2979 -0.1827 -2.8129  0.352
H12 -4.9277 3.6770 -3.9777  0.300
H13 -4.0161 -0.5759 -4.6778  0.137
H14 -1.6172 5.7813 -0.4289  0.495
H15 -2.7907 4.5479 0.1362  0.385
H16 -2.7144 3.7497 -2.4539  -0.935
H17 -3.5948 5.1926 -2.0197  0.447
H18 -1.5411 6.5623 -2.7692  0.467
H19 -0.6853 4.9966 -3.1302  0.344
H20 -2.8202 5.1371 -7.9636  0.488
H21 -1.1470 4.6461 -10.0512  0.397
H22 0.7398 3.1020 -6.6375  0.512
H23 0.6535 5.2574 -0.1663  0.366
H24 2.5588 3.6708 -0.0432  0.519
H25 2.2772 0.2032 0.4880  0.098
H26 3.4188 1.4180 -0.2051  0.562
H27 3.1723 -1.5611 -1.5671  0.349
O6 0.2697 -6.2030 2.6575  -0.634
C27 0.4496 -5.0176 2.7062  0.533
O7 -0.5455 -4.1118 2.5879  -0.408
C28 0.0078 -2.7791 2.5766  -0.175
C29 1.3612 -2.9057 3.2483  0.191
C30 1.7836 -4.3145 2.8553  -0.450
H28 0.0892 -2.4446 1.5428  -0.090
H29 -0.6554 -2.1040 3.1145  0.366
H30 2.0651 -2.1307 2.9426  0.456
H31 1.2475 -2.8458 4.3339  -0.236
H32 2.3019 -4.3348 1.8936  0.122
H33 2.3895 -4.7877 3.6241  0.381
O8 -3.1424 -11.3487 -0.4898  -0.574
C31 -2.7258 -10.4015 0.1101  0.458
O9 -3.0226 -9.1191 -0.2205  -0.377
C32 -2.2831 -8.2140 0.6211  -0.143
C33 -1.9290 -9.0194 1.8561  -0.398
C34 -1.7775 -10.4264 1.2920  -0.403
H34 -1.3974 -7.8776 0.0769  0.043
H35 -2.9003 -7.3493 0.8548  0.316
H36 -1.0425 -8.6502 2.3683  0.268
H37 -2.7600 -8.9968 2.5640  0.269
H38 -0.7657 -10.6143 0.9288  0.264
H39 -2.0710 -11.1876 2.0099  0.293
O10 1.3764 -2.8573 6.3062  -0.685
C35 1.7449 -1.8623 6.8657  0.493
O11 1.3599 -0.6237 6.4797  -0.381
C36 2.0494 0.3635 7.2635  -0.119
C37 2.4756 -0.3543 8.5349  -0.291
C38 2.7075 -1.7746 8.0285  -0.377
H40 2.9036 0.7296 6.6873  -0.108
H41 1.3798 1.1972 7.4688  0.368
H42 3.3377 0.0945 9.0092  0.316
H43 1.6556 -0.3503 9.2564  0.168
H44 3.7221 -1.9143 7.6561  0.254
H45 2.4759 -2.5189 8.7806  0.348
O12 1.8613 -3.6040 -4.6687  -0.602
C39 1.8039 -4.3445 -3.7300  0.560
O13 0.7869 -5.2198 -3.5395  -0.358
C40 0.9430 -5.8866 -2.2738  -0.265
C41 2.4203 -5.7662 -1.9409  -0.558
C42 2.7833 -4.4295 -2.5760  0.168
H46 0.3083 -5.3874 -1.5376  0.179
H47 0.6234 -6.9222 -2.3681  0.292
H48 2.6256 -5.8199 -0.8728  0.313
H49 2.9778 -6.5668 -2.4302  0.310
H50 2.6016 -3.5946 -1.8969  -0.464
H51 3.8089 -4.4131 -2.9354  0.435
O14 -3.6744 6.5959 -8.7168  -0.600
C43 -4.1494 7.5541 -8.1751  0.489
O15 -3.5853 8.1533 -7.1030  -0.313
C44 -4.4449 9.1988 -6.6188  -0.410
C45 -5.3251 9.5691 -7.8002  -0.516
C46 -5.4513 8.2390 -8.5325  -0.430
H52 -5.0212 8.8112 -5.7753  0.243
H53 -3.8397 10.0353 -6.2757  0.324
H54 -6.2786 10.0053 -7.5068  0.325
H55 -4.8080 10.2901 -8.4361  0.265
H56 -6.2808 7.6397 -8.1535  0.264
H57 -5.5386 8.3717 -9.6075  0.322
O16 5.8705 1.9198 6.0808  -0.590
C47 5.1620 2.4173 5.2567  0.520
O17 4.4338 3.5429 5.4685  -0.368
C48 3.6074 3.8118 4.3224  -0.522
C49 4.2780 3.0872 3.1673  0.089
C50 4.9001 1.8824 3.8628  -0.318
H58 2.6021 3.4332 4.5227  0.277
H59 3.5524 4.8863 4.1603  0.323
H60 3.5888 2.8276 2.3643  -0.119
H61 5.0660 3.7135 2.7443  0.300
H62 4.2027 1.0452 3.9306  0.101
H63 5.8253 1.5704 3.3859  0.352
O18 4.5812 -2.8734 10.0095  -0.539
C51 4.4495 -2.1561 10.9541  0.431
O19 3.8982 -0.9075 10.8855  -0.235
C52 3.9941 -0.2740 12.1760  -0.522
C53 4.1358 -1.4076 13.1757  -0.507
C54 4.8952 -2.4519 12.3701  -0.447
H64 4.8635 0.3872 12.1732  0.291
H65 3.0995 0.3205 12.3519  0.317
H66 4.6368 -1.1092 14.0951  0.334
H67 3.1497 -1.7936 13.4411  0.274
H68 5.9753 -2.3119 12.4355  0.278
H69 4.6247 -3.4643 12.6576  0.301

Calculated total energy: -129957.3648 eV
SMILES: CCCc1cc2c(c(P(C)O)c1)C(=O)c1c(CCCSC(=S)n3ccnc3)ccc(COO)c1C2=O.O=C1CCCO1.O=C1CCCO1.O=C1CCCO1.O=C1CCCO1.O=C1CCCO1.O=C1CCCO1.O=C1CCCO1
HOMO level: -7.87 eV

ORCA calculation (ωB97M-V with the def2-TZVPD basis set) on a single C5H7NO molecule.

Last column: Mulliken charge in e.
Element x y z (Å)
C1 -2.0335 0.6258 -0.6125  -1.231
C2 -0.5588 0.4244 -0.4756  0.562
C3 0.3507 1.4350 -0.4605  -0.905
N1 1.5767 0.6819 0.0520  0.094
C4 1.3066 -0.5171 0.4512  0.279
O1 1.9730 -1.2146 1.3603  -0.455
C5 0.0026 -0.9417 -0.1126  -0.339
H1 -2.4930 0.1032 -1.4603  0.282
H2 -2.2270 1.6978 -0.7103  0.330
H3 -2.5444 0.2738 0.2971  0.271
H4 2.5746 -0.6170 1.8284  0.335
H5 2.4357 1.1669 0.2805  0.219
H6 -0.5715 -1.5689 0.5745  0.320
H7 0.2081 -1.5497 -1.0121  0.237

Calculated total energy: -8832.7700 eV
Energy above the lowest of the compared OMol25 structures with the same formula, charge and spin: 79.16 kcal/mol
HOMO level: -7.64 eV

| no. | Kohn-Sham gap (eV) |
| --- | --- |
| 1 | 7.24 |
| 2 | 7.38 |
| 3 | 7.72 |